The following is a quantum chemistry calculation of C39H45N5O6SSi3Ti as an isolated structure, from OMol25.

Kohn-Sham gap = 6.82 eV
E_LUMO = -0.8 eV
ΔE to the lowest compared entry with this formula, charge and spin = 38.3 kcal/mol
HOMO level = -7.655 eV

```
100
C39H45N5O6SSi3Ti (ωB97M-V/def2-TZVPD)
Ti -0.45 0.00 -0.02
O 0.23 -3.76 0.95
C 0.39 -2.61 1.32
N -0.55 -1.59 1.14
C -1.89 -1.86 1.53
C -2.23 -2.89 2.41
C -3.55 -3.09 2.77
C -4.54 -2.26 2.27
C -4.20 -1.21 1.43
C -2.87 -0.98 1.09
N -2.46 0.08 0.21
C -3.25 1.23 0.30
O -3.80 1.56 1.33
C -3.52 2.07 -0.93
C -4.27 3.23 -0.76
C -4.65 3.94 -1.88
C -4.28 3.47 -3.13
C -3.52 2.31 -3.19
N -3.14 1.63 -2.12
C 1.66 -2.29 2.07
C 2.81 -3.01 1.76
C 3.94 -2.80 2.52
C 3.88 -1.90 3.58
C 2.68 -1.25 3.81
N 1.59 -1.42 3.07
H -1.47 -3.56 2.78
H -3.80 -3.90 3.45
H -5.57 -2.43 2.53
H -4.97 -0.55 1.07
H -4.55 3.53 0.24
H -5.23 4.85 -1.78
H -4.57 3.98 -4.04
H -3.20 1.92 -4.15
H 2.78 -3.72 0.95
H 4.86 -3.33 2.30
H 4.74 -1.71 4.21
H 2.60 -0.54 4.63
C -1.47 -1.94 -4.46
Si -1.85 -1.37 -2.69
C -3.67 -0.93 -2.87
C -2.00 -2.90 -1.60
C -0.36 -0.28 -2.08
Si 0.11 1.47 -2.79
C -0.17 1.52 -4.65
C -0.60 3.07 -2.07
C 1.94 1.87 -2.48
Si 1.14 -1.37 -2.49
C 1.05 -3.24 -2.34
C 1.98 -1.09 -4.15
C 2.35 -0.86 -1.12
C 3.73 -1.07 -1.16
C 4.53 -0.52 -0.17
C 3.94 0.21 0.85
C 2.57 0.34 0.86
N 1.79 -0.18 -0.10
H -2.18 -2.74 -4.70
H -0.47 -2.33 -4.65
H -1.65 -1.13 -5.19
H -4.10 -1.91 -3.12
H -3.91 -0.25 -3.68
H -4.14 -0.59 -1.95
H -2.24 -3.75 -2.26
H -2.86 -2.76 -0.94
H -1.16 -3.20 -0.98
H -0.89 0.78 -5.01
H 0.76 1.35 -5.18
H -0.54 2.51 -4.94
H -1.36 3.51 -2.70
H 0.25 3.77 -2.06
H -0.97 3.02 -1.05
H 2.71 1.14 -2.69
H 2.07 2.22 -1.45
H 2.13 2.74 -3.13
H 0.34 -3.70 -3.04
H 0.83 -3.60 -1.34
H 2.05 -3.59 -2.62
H 1.26 -1.18 -4.97
H 2.73 -1.88 -4.29
H 2.48 -0.13 -4.26
H 4.17 -1.62 -1.98
H 5.61 -0.66 -0.19
H 4.52 0.66 1.64
H 2.05 0.87 1.64
O -0.93 2.23 1.72
O -0.04 1.69 0.70
O 4.24 2.77 7.20
C 4.17 2.87 5.85
O 5.14 3.21 5.23
C 2.87 2.52 5.22
C 1.95 1.65 5.80
C 0.78 1.31 5.14
C 0.52 1.85 3.88
S -0.94 1.31 3.07
C 1.42 2.75 3.30
C 2.59 3.06 3.97
H 3.36 2.63 7.57
H 2.15 1.19 6.76
H 0.09 0.62 5.59
H 1.19 3.19 2.34
H 3.31 3.74 3.52
```


The following is a quantum chemistry calculation of C30H45BrO2P2Y as an isolated structure in a non-equilibrium geometry, from OMol25.

Kohn-Sham gap (alpha / beta) = 2.95 / 2.99 eV
Net charge = +1
E_LUMO (alpha / beta) = -2.9 / -2.9 eV
ΔE to the lowest compared entry with this formula, charge and spin = 39.2 kcal/mol
HOMO level (alpha / beta) = -5.868 / -5.883 eV

```
81
C30H45BrO2P2Y (ωB97M-V/def2-TZVPD)
Y -0.93 -0.82 -1.29
C -0.47 1.17 0.22
C -0.35 1.60 -1.14
C -2.56 1.00 -0.76
C -1.84 0.82 0.46
C -1.65 1.49 -1.75
C 0.51 1.35 1.32
H 1.51 1.58 0.93
H 0.58 0.43 1.92
H 0.20 2.16 2.00
C -2.47 0.74 1.80
H -1.75 0.35 2.53
H -3.35 0.09 1.79
H -2.80 1.74 2.14
C -4.04 0.89 -0.86
H -4.51 1.62 -0.18
H -4.38 -0.12 -0.58
H -4.39 1.08 -1.89
C -2.04 1.96 -3.11
H -2.96 2.56 -3.06
H -2.20 1.11 -3.80
H -1.24 2.58 -3.55
C 0.86 2.23 -1.75
H 0.57 2.93 -2.54
H 1.54 1.47 -2.18
H 1.42 2.78 -0.98
C 3.25 -1.81 1.31
C 3.43 -0.49 1.18
C 3.70 0.20 -0.12
C 4.78 -0.38 -1.05
C 4.37 -1.45 -2.09
C 2.88 -1.64 -2.26
C 2.16 -2.13 -0.99
C 3.12 -2.71 0.11
H 4.01 1.22 0.11
H 5.67 -0.66 -0.47
H 2.78 0.34 -0.71
H 4.15 -2.90 -0.28
H 3.10 -2.31 2.29
H 3.37 0.17 2.07
H 2.77 -3.72 0.40
H 1.62 -1.27 -0.53
H 2.45 -0.69 -2.65
H 1.37 -2.89 -1.17
H 5.12 0.46 -1.68
H 4.78 -1.08 -3.04
P 5.09 -3.14 -2.04
C 5.77 -4.42 -0.95
C 6.62 -2.66 -2.91
P 2.58 -2.90 -3.56
C 3.84 -4.08 -2.97
C 3.35 -2.35 -5.09
C 1.09 -3.81 -3.87
H 5.05 -5.25 -0.87
H 6.06 -4.05 0.04
H 6.67 -4.76 -1.49
H 7.21 -3.57 -3.06
H 7.18 -1.98 -2.25
H 6.46 -2.14 -3.86
H 1.33 -4.76 -4.38
H 0.45 -3.22 -4.54
H 0.54 -4.03 -2.95
H 3.40 -4.86 -2.32
H 4.38 -4.58 -3.79
H 2.55 -2.09 -5.79
H 3.93 -3.17 -5.53
H 4.01 -1.48 -4.97
Br -0.25 -2.14 3.45
C -2.12 -2.43 3.15
C -2.99 -2.40 4.23
C -4.37 -2.63 4.04
C -4.86 -2.88 2.76
C -4.01 -2.89 1.67
C -2.65 -2.63 1.84
C -1.90 -2.30 0.63
O -0.64 -1.99 0.62
O -2.55 -2.18 -0.51
H -2.59 -2.21 5.22
H -5.03 -2.56 4.89
H -5.92 -3.10 2.60
H -4.38 -3.07 0.66
```


The following is a quantum chemistry calculation of one molecule with the formula C3H7NS2 in a non-equilibrium geometry, from OMol25.

Kohn-Sham gap = 9.22 eV
E_LUMO = 0.6 eV
Structure (SMILES) = CCSC(N)=S
ΔE to the lowest compared entry with this formula, charge and spin = 0.0 kcal/mol
HOMO level = -8.622 eV

```
13
C3H7NS2 (ωB97M-V/def2-TZVPD)
C 1.23 1.53 0.63
C 0.93 0.85 -0.66
C -0.86 -1.29 -0.12
H 0.56 2.42 0.88
H 2.26 1.81 0.77
H 1.02 0.76 1.36
H 1.58 -0.08 -0.80
H 1.13 1.46 -1.56
H -2.32 -2.66 0.30
H -2.93 -1.20 -0.36
N -2.14 -1.80 -0.21
S -0.78 0.30 -0.88
S 0.32 -2.10 0.64
```


The following is a quantum chemistry calculation of C18H21N4O4STi as an isolated structure, from OMol25.

Multiplicity = 3
Kohn-Sham gap (alpha / beta) = 7.18 / 8.57 eV
Net charge = +1
⟨S²⟩ = 2.005
E_LUMO (alpha / beta) = -3.3 / -3.3 eV
ΔE to the lowest compared entry with this formula, charge and spin = 0.7 kcal/mol
HOMO level (alpha / beta) = -10.511 / -11.903 eV

```
49
C18H21N4O4STi (ωB97M-V/def2-TZVPD)
Ti -0.06 -0.02 1.17
C 0.50 -3.19 2.79
C 0.52 -1.69 2.92
C -0.63 -1.00 3.32
C -0.63 0.39 3.51
C -1.84 1.12 4.00
C 0.56 1.09 3.25
C 1.71 0.45 2.77
C 2.96 1.23 2.48
C 1.67 -0.96 2.60
H -0.40 -3.52 2.28
H 0.50 -3.64 3.78
H 1.37 -3.56 2.25
H -1.54 -1.56 3.51
H -1.98 2.06 3.46
H -1.73 1.37 5.06
H -2.74 0.52 3.90
H 0.57 2.17 3.36
H 2.74 2.16 1.97
H 3.66 0.65 1.88
H 3.46 1.48 3.42
H 2.56 -1.48 2.27
O -0.07 3.11 -3.81
C 0.65 2.02 -3.97
O 0.99 1.61 -5.05
C 1.01 1.24 -2.75
C 1.84 0.14 -2.80
N 1.84 -0.41 -1.57
N 1.07 0.28 -0.72
C 0.58 1.29 -1.42
C -0.39 2.18 -0.70
O -0.89 3.15 -1.27
O -0.67 1.79 0.50
H -0.35 3.24 -2.86
H 2.40 -0.27 -3.62
H 2.34 -1.23 -1.25
C -0.78 -2.51 -3.14
N -1.44 -1.26 -2.79
C -1.86 -0.31 -3.71
C -2.48 0.67 -3.01
N -2.44 0.28 -1.69
C -1.80 -0.89 -1.55
S -1.53 -1.72 -0.07
H -1.50 -3.23 -3.50
H -0.28 -2.90 -2.26
H -0.05 -2.31 -3.92
H -1.66 -0.40 -4.76
H -2.93 1.59 -3.34
H -2.82 0.80 -0.91
```


The following is a quantum chemistry calculation of one molecule with the formula C11H22O3S in a non-equilibrium geometry, from OMol25.

Kohn-Sham gap = 10.26 eV
E_LUMO = 0.4 eV
ΔE to the lowest compared entry with this formula, charge and spin = 2.1 kcal/mol
HOMO level = -9.857 eV

```
37
C11H22O3S (ωB97M-V/def2-TZVPD)
C -3.57 -0.65 0.85
C -3.65 0.41 -0.25
C -2.30 0.65 -0.93
C -1.27 1.31 -0.01
C 0.08 1.47 -0.71
C 1.15 2.06 0.20
C 2.58 1.80 -0.31
C 3.38 0.79 0.50
H 4.45 0.96 0.36
H 3.16 0.82 1.56
S 3.14 -0.97 -0.05
O 2.60 -0.92 -1.43
C 1.68 -1.40 1.01
C 1.09 -2.74 0.57
H 0.70 -3.28 1.44
H 1.86 -3.35 0.10
C -0.08 -2.58 -0.41
O -1.17 -3.01 -0.17
O 0.19 -1.94 -1.54
H 1.13 -1.60 -1.60
H 2.07 -1.46 2.03
H 0.94 -0.60 0.95
H 2.54 1.45 -1.35
H 3.14 2.74 -0.32
H 1.05 1.65 1.21
H 0.99 3.13 0.29
H 0.39 0.49 -1.08
H -0.04 2.11 -1.59
H -1.14 0.70 0.89
H -1.64 2.29 0.31
H -1.91 -0.30 -1.28
H -2.45 1.29 -1.80
H -4.02 1.35 0.17
H -4.36 0.07 -1.01
H -3.01 -0.29 1.71
H -3.09 -1.55 0.48
H -4.57 -0.91 1.19
```


The following is a quantum chemistry calculation of a 2-piece molecular cluster, C3H6O2 overall in a non-equilibrium geometry, from OMol25.

Kohn-Sham gap = 4.44 eV
E_LUMO = -4.0 eV
ΔE to the lowest compared entry with this formula, charge and spin = 170.6 kcal/mol
HOMO level = -8.473 eV

```
11
C3H6O2 (ωB97M-V/def2-TZVPD)
O 1.79 1.39 0.31
C -1.47 0.54 -0.10
O -2.41 1.07 -0.61
C -1.01 -0.84 -0.20
C 0.48 -1.00 0.06
H -0.69 1.04 0.56
H 0.72 -2.04 0.18
H -1.47 -1.44 -0.93
H 0.54 -0.34 1.03
H 1.21 -0.55 -0.67
H 2.32 2.17 0.38
```


The following is a quantum chemistry calculation of a 8-piece molecular cluster, CH20N2O7 overall, from OMol25.

Kohn-Sham gap = 9.95 eV
E_LUMO = 0.3 eV
Structure (SMILES) = NCN.O.O.O.O.O.O.O
ΔE to the lowest compared entry with this formula, charge and spin = 0.0 kcal/mol
HOMO level = -9.679 eV

```
30
CH20N2O7 (ωB97M-V/def2-TZVPD)
N -1.80 1.48 2.06
C -0.36 1.24 2.22
N 0.23 0.49 1.14
H -2.40 0.73 2.38
H -2.07 2.31 2.58
H 0.04 2.25 2.20
H -0.09 0.80 3.18
H 0.14 -0.51 1.31
H -0.18 0.78 0.26
H -1.88 2.33 -0.91
H -2.06 0.86 -0.61
O -1.57 1.46 -1.19
H 3.04 2.29 0.60
H 1.62 2.74 0.27
O 2.53 2.77 -0.05
H -1.01 -2.43 -2.74
H 0.12 -2.16 -1.80
O -0.69 -2.68 -1.86
H 4.25 0.48 0.05
H 2.82 0.35 0.63
O 3.57 -0.17 0.29
H 1.48 -3.16 0.64
H 0.00 -3.17 1.11
O 0.91 -3.15 1.42
H -1.79 -1.48 0.14
H -3.37 -1.49 -0.03
O -2.58 -0.95 0.01
H -0.48 0.27 -2.51
H -0.55 0.48 -4.01
O -0.27 -0.17 -3.35
```


The following is a quantum chemistry calculation of a 2-piece molecular cluster, C3H6N2O3S overall in a non-equilibrium geometry, from OMol25.

Kohn-Sham gap (alpha / beta) = 7.16 / 7.16 eV
E_LUMO (alpha / beta) = -0.1 / -0.1 eV
Structure (SMILES) = NO/C([NH3+])=C\[S-].O=C=O
ΔE to the lowest compared entry with this formula, charge and spin = 80.2 kcal/mol
HOMO level (alpha / beta) = -7.237 / -7.238 eV

```
15
C3H6N2O3S (ωB97M-V/def2-TZVPD)
C 0.47 1.21 -0.80
C 1.68 -1.79 -0.21
C 0.02 0.09 -0.16
N -0.88 1.00 1.87
N -1.09 -0.67 -0.91
O 0.77 -2.43 -0.39
O 2.64 -1.20 -0.04
O -0.10 -0.04 1.12
S 1.43 2.42 -0.12
H 0.11 1.31 -1.79
H -0.44 1.82 1.59
H -0.54 0.94 2.85
H -1.59 -0.22 -1.64
H -1.70 -0.87 -0.03
H -0.79 -1.57 -1.35
```